*P*
C8H10N2O | ωB97M-V/def2-TZVPD

The geometry in ORCA input format:
```
! RIJCOSX wB97M-V def2-TZVPD def2/J DEFGRID3
* xyz 0 1
C -1.911 2.526 -0.443
O -1.217 1.489 0.258
C -0.037 1.060 -0.491
C 1.001 0.644 0.545
C 1.117 -0.648 0.734
N 1.807 -1.371 1.746
C 1.514 -2.698 1.622
N 0.667 -3.007 0.673
C 0.396 -1.731 0.081
C -0.568 -1.386 -0.835
C -0.509 -0.027 -1.390
H -2.709 2.736 0.195
H -2.378 2.149 -1.387
H -1.236 3.464 -0.599
H 0.492 1.868 -1.060
H 1.318 1.355 1.243
H 2.671 -1.010 2.192
H 1.971 -3.492 2.151
H -1.128 -2.072 -1.388
H 0.249 -0.124 -2.199
H -1.510 0.273 -1.647
*
```

Values from the calculation:
* HOMO-LUMO gap: 8.13 eV
* SMILES: CO[C@H]1C=c2[nH]cnc2=CC1
* LUMO level: 0.022 Eh
* HOMO level: -7.5 eV

***

*Q*
C8H10N2O | ωB97M-V/def2-TZVPD

The geometry in ORCA input format:
```
! RIJCOSX wB97M-V def2-TZVPD def2/J DEFGRID3
* xyz 0 1
C -2.354 1.246 1.032
C -2.388 0.963 -0.276
O -1.386 1.197 -1.211
C -0.124 0.853 -0.812
C 0.678 1.950 -0.511
C 2.026 1.803 0.104
C 2.494 0.538 0.332
C 1.770 -0.539 -0.157
C 0.432 -0.421 -0.666
N -0.389 -1.485 -1.014
N -0.101 -2.831 -0.713
H -3.348 1.106 1.497
H -1.575 1.873 1.409
H -3.127 0.438 -0.809
H 0.237 2.977 -0.716
H 2.674 2.524 0.411
H 3.425 0.335 0.759
H 2.167 -1.497 0.027
H -1.404 -1.337 -0.966
H 0.216 -3.452 -1.415
H 0.436 -2.993 0.136
*
```

Values from the calculation:
* HOMO-LUMO gap: 8.82 eV
* SMILES: C=COc1ccccc1NN
* LUMO level: 0.038 Eh
* HOMO level: -7.8 eV

***

Energy above the most stable structure, in eV: *P* 0.000; *Q* 0.861

***

*P*
BH3S3 | ωB97M-V/def2-TZVPD

The geometry in ORCA input format:
```
! RIJCOSX wB97M-V def2-TZVPD def2/J DEFGRID3
* xyz 0 1
S -2.426 -1.676 -0.083
B -2.677 -0.093 -0.038
S -2.989 1.594 0.060
H -2.998 1.701 1.379
S 1.654 -0.306 0.092
H 1.460 -1.594 -0.274
H 2.235 -0.535 1.214
*
```

Values from the calculation:
* HOMO-LUMO gap: 9.65 eV
* SMILES: S=BS.S
* LUMO level: 0.004 Eh
* HOMO level: -9.5 eV

***

*Q*
BH3S3 | ωB97M-V/def2-TZVPD

The geometry in ORCA input format:
```
! RIJCOSX wB97M-V def2-TZVPD def2/J DEFGRID3
* xyz 0 1
B 0.196 -0.115 0.099
S -0.277 -2.101 1.352
S -1.144 0.243 -1.003
S 1.820 0.589 0.187
H -1.420 -1.432 1.600
H -0.541 0.949 -2.035
H 1.366 1.866 -0.199
*
```

Values from the calculation:
* HOMO-LUMO gap: 8.82 eV
* LUMO level: -0.007 Eh
* HOMO level: -9.0 eV

***

Energy above the most stable structure, in eV: *P* 0.000; *Q* 0.447

***

*P*
C2H9NP2 | ωB97M-V/def2-TZVPD

The geometry in ORCA input format:
```
! RIJCOSX wB97M-V def2-TZVPD def2/J DEFGRID3
* xyz 0 1
C -3.569 -0.467 0.775
P -3.374 1.194 1.058
H -4.295 -0.985 1.484
H -3.023 -0.960 0.037
H -2.664 1.770 -0.122
C 2.820 -1.021 -0.152
P 1.044 -0.338 0.205
N 1.264 1.366 -0.406
H 3.034 -2.053 0.237
H 3.622 -0.244 0.299
H 2.943 -1.103 -1.218
H 0.607 -0.749 -1.094
H 0.711 2.025 0.223
H 0.880 1.566 -1.326
*
```

Values from the calculation:
* HOMO-LUMO gap: 9.09 eV
* SMILES: C=P.CPN
* LUMO level: -0.001 Eh
* HOMO level: -9.1 eV

***

*Q*
C2H9NP2 | ωB97M-V/def2-TZVPD

The geometry in ORCA input format:
```
! RIJCOSX wB97M-V def2-TZVPD def2/J DEFGRID3
* xyz 0 1
C -0.149 -0.587 -1.838
C -1.337 -0.352 1.804
N 0.750 0.176 0.171
P 1.986 0.786 -0.784
P -0.282 0.978 1.148
H 0.385 -1.543 -1.802
H -1.198 -0.633 -1.997
H 0.361 0.218 -2.384
H -1.909 0.097 2.698
H -0.812 -1.163 2.092
H -2.016 -0.745 1.031
H 2.792 -0.417 -1.176
H 2.697 1.149 0.296
H -1.269 2.035 0.742
*
```

Values from the calculation:
* HOMO-LUMO gap (spin up / spin down): 7.30 / 7.92 eV
* LUMO level (spin up / spin down): -0.022 / 0.005 Eh
* HOMO level (spin up / spin down): -7.9 / -7.8 eV

***

Energy above the most stable structure, in eV: *P* 0.000; *Q* 2.249